Molecular formula: C9H16N2O4
Method: DFT, ωB97M-V with the def2-TZVPD basis set

Each line ends with the Löwdin charge.
Element x y z (Å)
C  3.619  -0.511  0.905  -0.046
C  2.992  -0.125  -0.506  -0.373
O  2.625  -1.307  -1.198  -0.038
C  1.795  0.839  -0.435  -0.228
N  2.136  2.053  0.382  0.050
C  0.576  0.002  0.191  -0.278
O  0.815  -1.074  0.787  0.029
N  -0.685  0.512  0.024  -0.005
C  -1.024  1.681  -0.690  -0.149
C  -2.497  1.922  -0.423  -0.135
C  -2.793  1.002  0.749  -0.118
C  -1.755  -0.113  0.669  -0.221
C  -2.205  -1.387  -0.047  -0.512
O  -3.310  -1.507  -0.464  0.135
O  -1.283  -2.304  -0.043  0.148
H  4.706  -0.810  0.699  0.092
H  3.780  0.313  1.626  0.069
H  3.239  -1.344  1.433  0.044
H  3.812  0.389  -1.052  0.146
H  1.725  -1.509  -0.856  0.079
H  1.520  1.182  -1.454  0.144
H  1.345  2.361  0.987  0.083
H  2.246  2.856  -0.274  0.092
H  -0.421  2.438  -0.270  0.100
H  -0.920  1.613  -1.757  0.132
H  -2.787  3.022  -0.245  0.144
H  -3.097  1.546  -1.259  0.117
H  -3.790  0.453  0.699  0.141
H  -2.618  1.474  1.744  0.129
H  -1.488  -0.343  1.688  0.164
H  -0.429  -1.918  0.320  0.066

LUMO level: 0.0075 Ha
F_max: 4.31 eV Å⁻¹
calculated total energy: -20762.424 eV
energy above the lowest of the compared OMol25 structures with the same formula, charge and spin: 1.505 eV
HOMO energy: -9.86 eV
SMILES: C[C@@H](O)[C@H](N)C(=O)N1CCC[C@H]1C(=O)O
orbital gap: 10.06 eV